[1]
66
Properties=species:S:1:pos:R:3:lowdin_spin:R:1 method="wB97M-V/def2-TZVPD" homo_lumo_gap_ev="6.62 / 6.68" energy_ha=-3408.612659 multiplicity=2 charge=0
Re -0.617 0.555 -0.162 0.745
O -3.755 -2.233 0.501 0.056
C -2.735 -1.679 0.129 0.022
N -2.271 -0.457 0.468 0.034
C -2.882 0.191 1.583 0.000
C -4.213 0.077 1.967 0.002
C -4.655 0.759 3.089 0.000
C -3.782 1.548 3.831 0.001
C -2.459 1.683 3.439 0.000
C -2.027 1.011 2.305 0.001
N -0.738 1.093 1.732 0.007
C 0.338 1.615 2.392 0.001
O 0.463 1.823 3.582 -0.001
C 1.388 2.082 1.416 0.004
C 2.553 2.682 1.844 -0.001
C 3.430 3.169 0.889 0.006
C 3.095 3.064 -0.450 0.000
C 1.911 2.437 -0.792 0.005
N 1.081 1.937 0.118 -0.003
C -1.775 -2.367 -0.774 0.002
C -2.026 -3.637 -1.262 0.000
C -1.070 -4.216 -2.070 0.001
C 0.087 -3.500 -2.351 0.001
C 0.244 -2.233 -1.825 0.002
N -0.680 -1.664 -1.040 0.005
H -4.888 -0.540 1.394 0.000
H -5.690 0.673 3.387 0.000
H -4.130 2.065 4.713 0.000
H -1.769 2.295 3.999 0.000
H 2.731 2.759 2.907 0.000
H 4.359 3.636 1.185 0.000
H 3.736 3.450 -1.228 0.000
H 1.590 2.337 -1.807 0.001
H -2.949 -4.126 -0.991 0.000
H -1.217 -5.207 -2.475 0.000
H 0.871 -3.917 -2.966 0.000
H 1.126 -1.657 -2.040 0.000
Cl 4.798 -1.199 0.277 0.000
C 3.148 -1.547 0.798 0.000
Cl 2.971 -1.140 2.508 0.000
Cl 2.792 -3.277 0.541 0.001
C 2.111 -0.772 -0.056 0.004
O 2.453 -0.333 -1.140 0.005
O 0.990 -0.704 0.513 0.019
C -2.415 2.521 -4.327 0.001
N -1.890 1.382 -3.597 0.007
C -2.886 0.529 -2.976 0.002
C -0.561 1.236 -3.372 0.004
N -0.072 0.801 -2.227 0.000
N 0.240 1.517 -4.456 0.003
C 1.684 1.613 -4.352 0.000
C -0.215 1.208 -5.801 0.000
H -2.941 3.183 -3.637 0.000
H -3.112 2.191 -5.101 0.000
H -1.609 3.076 -4.796 0.000
H -3.432 -0.017 -3.751 0.000
H -3.587 1.118 -2.386 0.001
H -2.401 -0.177 -2.314 0.001
H 0.907 0.526 -2.299 0.000
H 2.168 0.630 -4.328 0.000
H 1.978 2.152 -3.468 0.000
H 2.054 2.160 -5.218 0.000
H -1.241 0.854 -5.781 0.000
H 0.415 0.422 -6.228 0.000
H -0.158 2.084 -6.449 0.000
I -2.075 2.753 -0.642 0.057


[2]
60
Properties=species:S:1:pos:R:3:nbo_charge:R:1 method="wB97M-V/def2-TZVPD" homo_lumo_gap_ev=9.14 smiles=C[C@H](Cl)C[C@](C#N)([C@@H](S)C#N)P(O)O.Fc1ccccc1.Fc1ccccc1.Fc1ccccc1 energy_ha=-2726.737787 charge=0
C -2.192 -4.382 -3.048 -0.646
C -2.126 -3.390 -1.703 -0.173
Cl -3.051 -1.796 -2.116 -0.099
C -0.590 -3.045 -1.247 -0.469
C -0.111 -3.724 0.166 -0.428
C -0.398 -5.362 0.060 0.224
N -0.704 -6.616 -0.204 -0.307
C -0.826 -3.079 1.511 -0.433
S -0.775 -1.176 1.536 -0.002
C -2.312 -3.696 1.845 0.245
N -3.590 -3.996 1.862 -0.292
P 1.787 -3.338 0.377 1.366
O 2.712 -3.989 -0.947 -0.956
O 2.390 -3.974 1.886 -0.970
H -3.332 -4.625 -3.281 0.240
H -1.718 -5.428 -2.725 0.234
H -1.642 -3.924 -3.975 0.226
H -2.781 -3.926 -0.894 0.253
H -0.420 -1.878 -1.313 0.279
H 0.116 -3.509 -2.091 0.222
H -0.127 -3.405 2.422 0.298
H -1.200 -0.648 0.308 0.189
H 2.075 -4.346 -1.633 0.492
H 2.406 -4.977 1.892 0.492
F -1.537 0.487 -1.155 -0.350
C -0.993 1.555 -1.754 0.452
C 0.344 1.860 -1.526 -0.318
C 0.912 2.969 -2.153 -0.177
C 0.132 3.768 -2.993 -0.223
C -1.211 3.456 -3.211 -0.181
C -1.775 2.341 -2.593 -0.310
H 0.932 1.233 -0.864 0.237
H 1.959 3.212 -1.988 0.219
H 0.574 4.636 -3.479 0.218
H -1.817 4.082 -3.862 0.222
H -2.815 2.079 -2.758 0.231
F 2.778 -0.084 0.622 -0.324
C 3.951 -0.171 1.264 0.399
C 5.028 0.592 0.826 -0.287
C 6.248 0.506 1.496 -0.194
C 6.380 -0.351 2.591 -0.230
C 5.295 -1.116 3.020 -0.192
C 4.072 -1.021 2.357 -0.285
H 4.909 1.246 -0.032 0.225
H 7.094 1.103 1.166 0.218
H 7.334 -0.422 3.111 0.216
H 5.401 -1.786 3.870 0.219
H 3.215 -1.602 2.682 0.236
F -1.568 5.061 -0.651 -0.322
C -2.444 5.017 0.361 0.400
C -2.786 6.191 1.023 -0.288
C -3.702 6.146 2.074 -0.192
C -4.258 4.924 2.459 -0.231
C -3.904 3.749 1.792 -0.191
C -2.997 3.797 0.734 -0.288
H -2.337 7.130 0.715 0.227
H -3.981 7.060 2.592 0.218
H -4.968 4.888 3.282 0.217
H -4.335 2.799 2.097 0.221
H -2.718 2.895 0.199 0.226